Record 1
DFT (ωB97M-V/def2-TZVPD) results for a structure of composition C33H32OP2Ru.

Output
charge = +2
spin multiplicity = 5
gap between HOMO and LUMO (alpha / beta) = 5.8 / 5.9 eV

Structure (XYZ):
```
69
Properties=species:S:1:pos:R:3:forces:R:3
Ru 1.372 -0.358 -0.513 3.38 1.84 1.02
C 2.848 -0.166 -3.936 -0.12 -0.07 0.03
C 3.139 0.132 -2.493 -0.01 -0.06 -0.40
C 2.870 1.392 -1.937 -0.07 0.02 0.16
C 3.179 1.661 -0.604 -0.07 -0.15 -0.15
C 3.774 0.674 0.189 0.01 0.15 0.28
C 4.062 -0.567 -0.357 -0.03 -0.28 0.38
C 3.742 -0.837 -1.686 -0.35 -0.10 -0.14
H 1.944 0.336 -4.279 0.05 0.08 -0.02
H 2.720 -1.236 -4.098 0.04 0.00 0.01
H 3.679 0.164 -4.562 -0.01 0.05 0.00
H 2.437 2.167 -2.559 -0.03 0.00 0.02
H 2.965 2.628 -0.185 0.14 0.16 -0.06
H 4.039 0.883 1.216 -0.03 0.06 0.01
H 4.537 -1.332 0.245 0.02 0.01 0.00
H 3.977 -1.804 -2.115 -0.07 -0.05 0.05
C -0.836 1.321 -0.892 -0.61 -0.44 0.09
C -0.711 -0.119 -1.484 -0.82 0.48 1.63
P -1.139 -1.299 -0.027 -0.59 -1.25 -0.76
C 0.017 -2.841 -0.278 1.13 0.05 0.83
C 1.219 -3.048 0.703 -2.00 -1.79 2.72
C 2.047 -4.096 0.587 -0.36 -0.89 -0.87
C 1.801 -5.047 -0.455 0.09 0.06 0.24
C 0.712 -4.926 -1.348 0.07 0.03 0.20
C -0.186 -3.896 -1.310 -0.66 -0.77 1.11
C -2.767 -1.981 -0.260 -0.31 0.36 0.04
C -3.093 -3.153 0.435 0.14 -0.05 0.17
C -4.361 -3.691 0.334 -0.10 0.03 -0.07
C -5.324 -3.058 -0.449 0.08 0.01 0.04
C -5.015 -1.882 -1.125 -0.07 -0.06 0.01
C -3.748 -1.340 -1.025 0.00 0.16 0.01
P -0.207 1.252 0.900 0.09 1.28 -1.31
C -1.654 1.845 1.819 -0.28 -0.98 0.53
C -2.078 1.125 2.934 0.00 -0.08 0.01
C -3.188 1.540 3.656 -0.04 0.05 0.02
C -3.879 2.675 3.263 0.04 -0.02 -0.01
C -3.460 3.395 2.148 -0.03 -0.01 0.09
C -2.355 2.983 1.426 0.08 0.09 -0.20
C 0.910 2.672 1.116 0.06 0.05 0.03
C 1.907 2.551 2.081 -0.11 -0.04 0.23
C 2.789 3.593 2.323 -0.01 0.07 0.01
C 2.681 4.772 1.596 -0.01 -0.03 -0.04
C 1.683 4.906 0.637 0.07 0.01 0.05
C 0.799 3.863 0.402 -0.10 0.04 -0.09
H -1.891 1.602 -0.904 0.05 0.20 0.09
H -0.301 2.031 -1.524 0.13 0.04 0.15
H 0.374 -0.275 -1.869 -1.38 0.25 -1.37
H -1.328 -0.263 -2.369 0.24 -0.22 -0.15
H 1.364 -2.329 1.503 -0.31 0.17 -0.13
H 2.873 -4.224 1.274 0.08 0.04 -0.08
H 2.461 -5.898 -0.549 -0.04 -0.02 -0.02
H 0.578 -5.691 -2.101 0.07 0.02 -0.04
H -1.015 -3.841 -2.001 -0.05 0.12 0.05
H -2.359 -3.648 1.062 0.03 0.01 -0.04
H -4.604 -4.597 0.871 0.00 -0.01 -0.02
H -6.318 -3.476 -0.521 0.00 0.00 -0.01
H -5.768 -1.384 -1.719 0.01 -0.02 -0.02
H -3.539 -0.407 -1.537 0.06 -0.03 -0.01
H -1.547 0.232 3.246 0.02 0.01 -0.03
H -3.512 0.975 4.520 0.01 0.01 0.00
H -4.745 3.001 3.822 0.00 0.01 -0.01
H -3.999 4.281 1.842 0.01 0.00 0.00
H -2.052 3.559 0.561 0.02 -0.01 0.01
H 1.999 1.638 2.660 -0.03 -0.01 -0.02
H 3.558 3.488 3.076 -0.02 0.01 0.01
H 3.368 5.588 1.780 0.00 0.00 -0.01
H 1.590 5.826 0.076 0.00 0.00 0.00
H 0.024 4.001 -0.342 0.01 -0.05 -0.02
O 0.942 -2.041 -0.891 2.50 1.47 -4.26
```
Forces are in eV/Å.

Atom charges from the Löwdin analysis, given in e for atoms 1 to 8:
1 Ru 1.097
2 C -0.017
3 C -0.298
4 C -0.042
5 C -0.091
6 C -0.091
7 C -0.072
8 C -0.039


Record 2
DFT (ωB97M-V/def2-TZVPD) results for a structure of composition C33H33HfN4O10P.

Output
charge = +2
spin multiplicity = 1
gap between HOMO and LUMO = 8.3 eV

Structure (XYZ):
```
82
Properties=species:S:1:pos:R:3:forces:R:3
Hf 0.482 0.578 0.332 -1.88 2.25 -0.42
C 2.147 2.572 -3.424 0.19 -0.61 -0.36
N 1.507 3.438 -2.452 -0.46 -0.54 0.47
C 1.798 4.851 -2.555 0.13 0.66 0.18
C 0.780 2.925 -1.491 0.00 0.81 -0.23
O 0.506 1.693 -1.425 0.00 0.36 -0.48
C 0.209 3.812 -0.382 0.07 -0.06 -0.22
O -0.289 2.867 0.559 0.09 0.14 0.11
C -0.557 3.337 1.875 -0.23 -0.08 0.25
C -0.508 2.058 2.711 -0.22 0.47 0.41
O -0.545 0.971 2.066 -0.69 0.09 1.17
N -0.366 2.093 4.012 0.00 -0.19 -0.75
C 0.011 0.880 4.715 0.11 -0.71 0.12
C -0.512 3.286 4.816 0.06 0.63 0.21
H 1.695 2.702 -4.408 -0.03 0.06 0.04
H 3.207 2.826 -3.490 -0.09 0.00 0.07
H 2.029 1.535 -3.114 0.09 0.13 -0.10
H 2.145 5.065 -3.563 -0.07 -0.03 0.02
H 0.915 5.459 -2.366 -0.01 -0.02 0.00
H 2.591 5.124 -1.857 0.00 0.05 -0.03
H 0.986 4.445 0.067 -0.08 -0.15 -0.09
H -0.605 4.450 -0.760 0.18 -0.14 0.05
H 0.211 4.042 2.218 -0.08 -0.09 -0.12
H -1.545 3.819 1.917 0.19 -0.09 0.03
H 0.525 0.204 4.031 -0.11 0.09 0.13
H 0.689 1.147 5.521 -0.01 0.06 0.05
H -0.863 0.383 5.130 -0.05 0.00 0.04
H -1.151 4.016 4.326 -0.05 0.01 0.01
H -0.965 3.014 5.770 -0.06 -0.01 -0.13
H 0.458 3.740 5.027 0.04 -0.05 -0.03
O 2.384 1.653 0.366 0.88 0.57 -0.10
C 2.692 0.576 0.936 2.09 0.08 0.30
O 1.888 0.158 1.828 0.32 -0.24 0.71
C 3.535 -0.472 0.306 -0.60 -0.48 -0.49
C 4.832 -0.875 0.494 0.23 -0.12 -0.09
C 5.244 -2.082 -0.074 -0.99 0.37 0.00
C 4.359 -2.904 -0.749 0.12 -0.04 -0.04
C 3.048 -2.485 -0.953 0.32 1.02 0.57
C 2.612 -1.231 -0.477 1.73 -1.39 -0.28
O 1.417 -0.746 -0.712 0.48 -0.54 -0.21
N 2.094 -3.359 -1.611 -0.17 -0.22 -0.09
O 2.527 -4.337 -2.161 0.25 -0.39 -0.26
O 0.919 -3.059 -1.538 -0.13 -0.18 -0.07
N 6.633 -2.500 0.124 -0.25 0.02 -0.03
O 6.930 -3.601 -0.256 0.19 -0.52 -0.19
O 7.362 -1.702 0.656 0.41 0.32 0.24
H 5.544 -0.296 1.062 0.00 0.02 0.09
H 4.690 -3.871 -1.111 -0.07 0.09 -0.03
C -5.878 0.256 0.900 0.01 -0.01 -0.06
C -4.908 -0.015 1.853 0.00 0.02 0.07
C -3.611 -0.294 1.464 0.13 0.04 -0.07
C -3.280 -0.307 0.109 0.19 0.11 0.02
C -4.251 -0.016 -0.844 0.23 -0.06 -0.04
C -5.548 0.263 -0.444 -0.05 -0.04 -0.02
P -1.575 -0.789 -0.335 -2.12 -1.63 -0.69
C -1.608 -1.134 -2.117 0.13 0.23 0.08
C -1.483 -0.032 -2.966 -0.05 -0.02 0.14
C -1.487 -0.203 -4.337 -0.02 0.01 -0.09
C -1.623 -1.476 -4.872 -0.01 0.01 0.06
C -1.755 -2.569 -4.031 -0.01 -0.05 -0.05
C -1.742 -2.408 -2.655 -0.01 0.10 0.01
C -1.346 -2.359 0.552 0.20 0.24 0.07
C -2.249 -3.418 0.482 0.04 0.17 0.02
C -1.985 -4.593 1.167 -0.07 0.01 -0.07
C -0.842 -4.712 1.943 0.06 0.14 -0.07
C 0.045 -3.650 2.037 0.19 0.09 0.13
C -0.207 -2.478 1.346 -0.30 0.16 -0.19
H -6.895 0.442 1.208 -0.12 0.06 0.03
H -5.173 -0.026 2.898 -0.02 -0.02 0.15
H -2.852 -0.532 2.199 -0.05 -0.04 0.09
H -4.002 -0.035 -1.895 -0.02 -0.01 -0.06
H -6.302 0.454 -1.192 -0.08 0.06 -0.04
H -1.385 0.961 -2.542 -0.06 -0.05 -0.12
H -1.385 0.653 -4.989 -0.03 0.05 -0.06
H -1.628 -1.621 -5.941 0.01 0.01 -0.08
H -1.861 -3.558 -4.451 0.00 -0.07 0.00
H -1.818 -3.274 -2.018 0.04 -0.08 0.05
H -3.158 -3.316 -0.094 -0.08 -0.03 -0.05
H -2.671 -5.422 1.089 -0.09 -0.05 0.03
H -0.646 -5.628 2.479 0.03 -0.07 0.02
H 0.934 -3.734 2.644 0.07 -0.03 0.09
H 0.483 -1.630 1.417 0.02 -0.61 0.25
```
Forces are in eV/Å.

Atom charges from the Löwdin analysis, given in e for atoms 1 to 8:
1 Hf 1.595
2 C 0.027
3 N -0.093
4 C 0.007
5 C -0.350
6 O -0.121
7 C -0.043
8 O -0.213


Record 3
DFT (ωB97M-V/def2-TZVPD) results for a structure of composition C33H33N4O3P2S2Ti.

Output
charge = -2
spin multiplicity = 2
gap between HOMO and LUMO (alpha / beta) = 3.7 / 5.7 eV

Structure (XYZ):
```
78
Properties=species:S:1:pos:R:3:forces:R:3
Ti 0.530 0.347 -0.024 0.16 0.49 -0.05
S -2.397 1.327 0.951 -0.38 0.47 0.16
P -2.473 -0.656 1.003 -0.12 -0.04 -0.23
C -1.023 -1.481 1.006 0.31 0.30 0.07
P -0.130 -1.751 2.419 -0.46 -0.05 -0.25
S 1.636 -0.899 2.440 0.38 0.02 0.26
C 0.107 -3.565 2.664 0.05 0.04 0.11
C -0.148 -4.439 1.616 -0.11 -0.04 0.03
C 0.106 -5.799 1.748 0.01 -0.03 0.00
C 0.610 -6.303 2.939 0.00 0.00 -0.02
C 0.873 -5.435 3.993 -0.01 0.04 0.00
C 0.633 -4.076 3.850 0.02 -0.04 -0.02
C -1.033 -1.249 3.942 -0.07 -0.17 0.06
C -1.858 -2.100 4.676 0.07 0.05 0.01
C -2.561 -1.630 5.776 -0.01 0.02 0.02
C -2.460 -0.296 6.146 -0.03 -0.03 0.00
C -1.660 0.564 5.407 0.02 0.00 -0.03
C -0.947 0.091 4.314 0.02 0.07 0.01
C -3.435 -1.226 -0.480 -0.07 -0.13 0.09
C -4.444 -0.441 -1.030 -0.04 0.02 0.01
C -5.182 -0.892 -2.116 0.01 0.02 0.02
C -4.918 -2.139 -2.669 0.01 -0.03 -0.01
C -3.925 -2.937 -2.118 0.01 -0.02 0.00
C -3.198 -2.486 -1.023 -0.03 0.11 -0.02
C -3.759 -1.136 2.248 0.03 -0.15 0.02
C -4.381 -0.206 3.068 -0.04 0.00 0.01
C -5.368 -0.604 3.964 0.01 0.01 0.00
C -5.748 -1.935 4.043 0.00 -0.01 0.00
C -5.126 -2.875 3.229 0.00 0.01 0.01
C -4.138 -2.476 2.345 0.02 -0.01 0.00
H -0.555 -4.027 0.700 0.03 0.03 0.01
H -0.092 -6.468 0.918 0.00 0.00 0.00
H 0.804 -7.364 3.045 0.00 0.00 0.00
H 1.275 -5.817 4.925 0.00 0.00 0.00
H 0.866 -3.399 4.663 0.00 0.04 0.02
H -1.960 -3.137 4.383 0.01 -0.04 -0.01
H -3.205 -2.303 6.331 0.00 0.00 0.00
H -3.017 0.076 6.999 0.00 0.00 0.00
H -1.590 1.611 5.677 0.00 0.00 -0.01
H -0.315 0.757 3.736 0.00 -0.01 -0.01
H -4.618 0.542 -0.608 0.00 0.00 -0.01
H -5.955 -0.264 -2.543 0.00 0.00 0.01
H -5.481 -2.485 -3.528 0.00 0.00 0.00
H -3.712 -3.912 -2.543 0.00 0.00 0.00
H -2.413 -3.088 -0.576 0.00 -0.03 0.00
H -4.081 0.832 2.994 0.01 0.00 -0.01
H -5.836 0.132 4.608 0.00 0.00 0.00
H -6.518 -2.243 4.742 0.00 0.00 0.00
H -5.408 -3.920 3.290 0.00 0.00 0.00
H -3.639 -3.213 1.723 0.00 0.00 0.00
N -0.226 -1.318 -1.945 -0.05 0.00 -0.03
C -0.654 -0.686 -3.165 -0.02 0.01 -0.02
C -1.449 0.577 -2.828 0.00 0.01 0.02
N -0.756 1.333 -1.800 0.07 -0.11 0.13
H 0.708 -1.690 -1.941 0.02 -0.03 0.08
H -0.881 -1.905 -1.454 -0.01 -0.01 -0.05
H -1.268 -1.330 -3.811 0.02 0.02 -0.04
H 0.238 -0.407 -3.732 0.01 0.00 0.01
H -2.423 0.283 -2.439 -0.04 0.01 0.03
H -1.623 1.163 -3.740 -0.01 -0.02 -0.02
H -1.379 1.920 -1.260 -0.06 0.01 -0.01
H 0.045 1.886 -2.108 -0.07 0.02 -0.07
O 0.903 1.893 1.178 -0.25 -0.32 -0.23
N 1.632 2.981 0.960 0.06 -0.07 -0.11
N 1.966 3.047 -0.347 -0.10 -0.03 0.21
O 1.584 2.072 -1.175 -0.06 0.01 0.11
C 2.678 4.096 -0.810 0.07 0.08 -0.03
C 3.050 4.164 -2.177 0.00 0.00 0.00
C 3.774 5.241 -2.647 -0.02 -0.04 -0.03
C 4.163 6.290 -1.810 0.01 0.03 0.02
C 3.798 6.220 -0.462 0.00 0.00 -0.02
C 3.077 5.162 0.047 -0.01 -0.02 0.00
H 2.762 3.349 -2.824 0.00 0.00 0.00
H 4.048 5.265 -3.697 0.00 -0.01 0.00
H 4.731 7.129 -2.193 0.00 0.00 0.00
H 4.090 7.020 0.212 0.00 0.00 0.00
H 2.805 5.120 1.091 0.00 -0.01 0.00
O 1.823 -0.443 -0.518 0.65 -0.44 -0.21
```
Forces are in eV/Å.

Atom charges from the Löwdin analysis, given in e for atoms 1 to 8:
1 Ti 0.779
2 S 0.302
3 P 0.345
4 C -0.590
5 P 0.316
6 S 0.324
7 C -0.328
8 C -0.088


What are the E_tot values for these records? In order: -57924.9112; -71772.5404; -110223.9855 eV.